[1]
A molecular structure, C5H8BBrClNO2. Source: the Open Molecules 2025 dataset; level of theory: ωB97M-V/def2-TZVPD.

```
19
C5H8BBrClNO2 | the Open Molecules 2025 dataset | ωB97M-V/def2-TZVPD
C -1.096 -1.659 0.639
H 0.966 -1.233 0.985
O 1.270 2.588 -0.669
C -1.171 1.063 -0.442
N -2.594 0.130 0.562
O 2.546 0.563 0.084
H -1.053 -2.708 1.050
H 3.393 0.871 0.106
Cl -0.003 0.999 2.123
H -1.395 2.018 -0.241
C 0.094 0.608 0.251
H 0.544 -1.218 -0.634
C 0.178 -0.916 0.279
H 1.861 2.977 -1.235
Br -4.136 0.507 -0.361
B 1.450 1.379 -0.089
H -2.986 -1.837 1.244
H -1.107 0.512 -1.436
C -2.298 -1.150 0.829
```

Values from the calculation:
HOMO-LUMO gap: 7.811 eV
E_tot: -3459.58397 Eh


[2]
C5H8BN in the gas phase. Source: the Open Molecules 2025 dataset; level of theory: ωB97M-V/def2-TZVPD.

```
15
C5H8BN | the Open Molecules 2025 dataset | ωB97M-V/def2-TZVPD
C 0.258 1.116 0.282
H 0.523 2.044 0.782
C -0.164 -1.071 0.131
C 1.142 -0.785 -0.734
H -1.046 0.138 1.641
C 1.339 0.517 -0.653
H -0.217 -2.164 0.410
H -2.036 1.564 -0.687
H 0.724 -0.096 2.086
B -1.045 0.907 -0.538
N -1.246 -0.501 -0.582
H 1.440 -1.551 -1.364
H 2.199 1.059 -1.032
C -0.008 -0.066 1.280
H -1.862 -1.112 -1.021
```

Values from the calculation:
HOMO-LUMO gap: 9.729 eV
E_tot: -274.88556 Eh


[3]
A molecular structure, C5H8BN3. Source: the Open Molecules 2025 dataset; level of theory: ωB97M-V/def2-TZVPD.

```
17
C5H8BN3 | the Open Molecules 2025 dataset | ωB97M-V/def2-TZVPD
H 0.033 -2.548 0.503
N -2.081 1.207 0.244
C -0.977 -0.780 -0.071
H -3.811 0.067 0.702
H -0.120 -2.376 -1.134
C 0.118 -1.755 -0.231
H 2.120 -1.242 -1.161
C -2.850 0.095 0.289
N -2.259 -1.085 0.059
B 0.712 0.667 -0.124
C 1.358 2.096 0.062
H 2.413 -1.409 0.566
H 1.834 2.180 1.105
N -0.882 0.694 -0.070
H 0.675 2.992 0.113
C 1.613 -1.192 -0.232
H 2.103 2.391 -0.620
```

Values from the calculation:
HOMO-LUMO gap: 9.819 eV
E_tot: -384.34536 Eh


[4]
A molecular structure, C5H8BaO3. Source: the Open Molecules 2025 dataset; level of theory: ωB97M-V/def2-TZVPD.

```
17
C5H8BaO3 | the Open Molecules 2025 dataset | ωB97M-V/def2-TZVPD
O -0.500 -1.064 0.080
C -0.363 1.519 -0.393
H 0.610 3.385 0.073
H -1.098 3.471 -0.564
C 0.496 -0.453 0.439
H 1.607 -2.153 2.282
H 1.144 -0.392 2.383
C 3.444 -0.937 2.279
Ba -2.627 -0.021 -1.129
C 1.991 -1.161 2.012
H 3.582 -0.204 3.084
O 0.654 0.913 0.146
C -0.135 2.942 -0.596
O 1.692 -0.959 0.622
H 0.199 3.023 -1.649
H 3.879 -1.889 2.612
H 3.971 -0.609 1.375
```

Values from the calculation:
net charge: +2
HOMO-LUMO gap: 8.870 eV
E_tot: -445.86751 Eh


[5]
A molecular structure, C5H8Br4O4. Source: the Open Molecules 2025 dataset; level of theory: ωB97M-V/def2-TZVPD.

```
21
C5H8Br4O4 | the Open Molecules 2025 dataset | ωB97M-V/def2-TZVPD
H -0.980 1.681 0.216
O 3.014 0.068 -1.099
H -1.452 -2.185 -2.255
Br 1.639 -2.335 -1.008
O -0.094 0.517 -1.304
O 2.892 1.842 1.645
H 0.168 0.452 2.946
H 0.093 1.283 -1.842
O 1.902 -0.337 2.881
C 0.651 -0.041 2.151
H 0.120 -0.938 1.788
Br -2.746 -1.781 -2.005
H 1.808 -1.162 3.347
C 0.867 0.835 0.903
H 3.052 1.097 2.276
Br 3.858 -1.429 1.017
Br 1.854 2.923 -0.679
C 1.852 1.745 0.827
C 2.887 -0.935 -0.462
C -0.332 0.817 -0.004
H -1.026 0.058 0.308
```

Values from the calculation:
HOMO-LUMO gap: 8.638 eV
E_tot: -10792.26255 Eh


[6]
2 unconnected molecules or ions with the total composition C5H8BrFN3O4. Source: the Open Molecules 2025 dataset; level of theory: ωB97M-V/def2-TZVPD.

```
22
C5H8BrFN3O4 | the Open Molecules 2025 dataset | ωB97M-V/def2-TZVPD
O -3.037 3.651 1.008
O -3.264 0.089 -1.144
C -1.286 0.763 0.378
Br 0.651 -0.471 -1.147
H 2.594 2.530 0.311
H 1.595 2.103 1.622
N 0.184 0.818 0.132
F -1.562 -0.614 0.816
H 1.469 -5.450 0.211
O -2.050 1.934 -1.797
N -1.596 1.631 1.554
H 2.862 -4.566 -0.461
C -2.208 1.009 -0.922
O 1.398 -3.395 0.366
C 1.778 -4.561 -0.346
C -2.533 2.522 1.259
N 1.678 2.700 0.781
H -0.213 2.944 -0.235
H 1.309 -4.558 -1.333
H 1.130 2.144 -1.280
H 0.435 -3.415 0.455
C 0.666 2.193 -0.227
```

Values from the calculation:
net charge: -1
HOMO-LUMO gap: 7.204 eV
E_tot: -3334.36607 Eh


[7]
A molecular structure, C5H8BrINO. Source: the Open Molecules 2025 dataset; level of theory: ωB97M-V/def2-TZVPD.

```
17
C5H8BrINO | the Open Molecules 2025 dataset | ωB97M-V/def2-TZVPD
N 1.399 0.228 0.201
I -0.534 2.031 2.151
C -0.577 -0.845 1.376
C -0.938 0.523 0.591
O 1.935 -1.320 1.858
C -0.281 -0.579 -1.635
Br 0.651 3.158 -1.382
H -1.338 -0.300 -1.984
H 2.094 -0.136 -0.473
H 0.436 -0.624 -2.529
C 0.150 0.537 -0.570
H -1.000 -0.735 2.425
C 1.020 -0.750 1.233
H -0.808 -1.832 0.865
H 0.146 1.601 -1.144
H -0.360 -1.633 -1.208
H -1.995 0.676 0.224
```

Values from the calculation:
net charge: -1
HOMO-LUMO gap: 6.290 eV
E_tot: -3197.04843 Eh


[8]
A molecular structure, C5H8BrN2O3. Source: the Open Molecules 2025 dataset; level of theory: ωB97M-V/def2-TZVPD.

```
19
C5H8BrN2O3 | the Open Molecules 2025 dataset | ωB97M-V/def2-TZVPD
N 3.368 1.062 0.027
H -2.875 -0.036 1.015
C 0.470 0.442 -0.876
O 1.820 -0.056 1.393
H -2.847 -0.227 -0.665
H -0.426 -1.124 1.246
Br 3.378 -1.131 -0.946
C -1.493 1.342 0.351
C -2.119 -0.037 0.253
C -1.082 -1.110 0.283
H 0.795 -1.557 -0.355
H -1.208 1.648 1.294
H -2.169 2.000 -0.142
O 3.596 1.860 -0.831
H -1.341 -2.189 0.141
N 0.042 -1.021 -0.747
C 2.405 0.345 0.423
H -0.143 -1.522 -1.603
O -0.172 1.310 -0.263
```

Values from the calculation:
net charge: +1
HOMO-LUMO gap (spin up / spin down): 7.972 / 7.971 eV
E_tot: -3104.02431 Eh


[9]
C5H8BrO2P in the gas phase. Source: the Open Molecules 2025 dataset; level of theory: ωB97M-V/def2-TZVPD.

```
17
C5H8BrO2P | the Open Molecules 2025 dataset | ωB97M-V/def2-TZVPD
C 1.928 0.214 -1.449
H 1.810 1.181 -1.687
C 0.535 0.530 1.265
H -1.487 0.878 1.754
C -0.882 0.836 0.866
Br -4.242 -0.069 0.122
H -2.579 -1.628 -0.894
H 0.541 -0.017 2.122
O -0.282 -1.086 -0.414
H 3.000 0.217 -1.123
C -2.523 -0.774 -0.385
H 1.197 1.433 1.371
C -1.328 -0.298 -0.025
P 1.198 -0.687 -0.008
H 1.997 -0.586 -2.215
H -0.882 1.709 0.271
O 1.998 -1.852 0.430
```

Values from the calculation:
HOMO-LUMO gap: 9.719 eV
E_tot: -3261.17853 Eh


[10]
C5H8Cl2 in the gas phase. Source: the Open Molecules 2025 dataset; level of theory: ωB97M-V/def2-TZVPD.

```
15
C5H8Cl2 | the Open Molecules 2025 dataset | ωB97M-V/def2-TZVPD
C 0.612 0.115 -0.011
H 0.694 -1.243 -1.646
H -2.374 1.356 -1.270
C -1.671 0.700 -0.858
H -0.470 -0.500 1.751
H 0.167 1.155 1.857
H 0.042 -1.947 -0.138
C 0.761 -1.288 -0.617
C -0.391 1.006 -0.653
Cl -2.430 -0.768 -0.305
Cl 0.141 2.557 -1.153
H 1.737 -1.561 -0.259
C 0.416 0.129 1.476
H 1.249 -0.275 2.040
H 1.517 0.565 -0.214
```

Values from the calculation:
HOMO-LUMO gap: 10.094 eV
E_tot: -1115.66963 Eh


[11]
C5H8Cl2 in the gas phase. Source: the Open Molecules 2025 dataset; level of theory: ωB97M-V/def2-TZVPD.

```
15
C5H8Cl2 | the Open Molecules 2025 dataset | ωB97M-V/def2-TZVPD
H -2.898 2.295 -0.619
C -2.309 1.674 -0.066
C 1.112 -0.112 -0.037
H 1.526 -1.729 1.393
C -1.350 1.192 -0.789
H 1.375 0.661 0.643
H -0.937 1.699 -1.613
H 1.586 0.055 -0.979
C 1.904 -1.327 0.465
H 2.929 -1.174 0.371
H -2.581 1.375 1.004
Cl -0.830 -1.538 -1.176
Cl -1.054 -0.545 1.547
C -0.362 -0.220 -0.103
H 1.888 -2.306 -0.041
```

Values from the calculation:
HOMO-LUMO gap: 11.148 eV
E_tot: -1115.60709 Eh


[12]
C5H8Cl2 in the gas phase. Source: the Open Molecules 2025 dataset; level of theory: ωB97M-V/def2-TZVPD.

```
15
C5H8Cl2 | the Open Molecules 2025 dataset | ωB97M-V/def2-TZVPD
H -2.028 -1.125 1.832
Cl 2.051 -0.891 0.053
Cl -1.422 -1.095 -0.878
H -1.095 2.557 -0.946
C 0.121 1.065 -0.068
H -0.677 2.957 0.600
H -0.254 -1.063 1.816
C -1.140 -0.428 1.707
H -1.987 0.901 0.278
C 1.375 0.750 -0.182
C -0.285 2.475 -0.278
H -1.063 0.322 2.527
H 2.148 1.493 -0.443
C -1.125 0.247 0.324
H 0.583 3.074 -0.653
```

Values from the calculation:
HOMO-LUMO gap: 10.457 eV
E_tot: -1115.67375 Eh